1.
{
  "formula": "C15H25FN2O4",
  "method": "ωB97M-V with the def2-TZVPD basis set",
  "symbols": ["C", "C", "C", "C", "O", "N", "C", "C", "C", "C", "O", "O", "N", "C", "C", "C", "C", "C", "F", "H", "H", "H", "H", "H", "H", "H", "H", "H", "H", "H", "H", "H", "H", "H", "H", "H", "H", "H", "H", "C", "C", "O", "H", "H", "H", "H", "H"],
  "xyz": [[4.23539, 0.58142, 0.40684], [2.76437, 0.75356, -0.10187], [2.14182, -0.55789, -0.72322], [0.74477, -0.81950, -0.16330], [-0.24113, -0.16141, -1.01275], [-1.49407, -0.22113, -0.50875], [-2.01731, -1.26937, 0.12999], [-3.30982, -1.28720, 0.58825], [-4.12082, -0.17845, 0.36929], [-5.56432, -0.12700, 0.80022], [-5.98927, -0.51916, 1.84839], [-6.43218, 0.40217, -0.15772], [-7.12073, -0.65253, -0.80280], [-3.56406, 0.92128, -0.30200], [-2.26172, 0.86477, -0.72593], [-1.68220, 2.05912, -1.48482], [-1.16799, 3.11565, -0.44815], [-1.63099, 4.51240, -0.90617], [-0.93421, 4.80339, -2.07338], [4.39522, -0.51200, 0.56265], [4.94279, 1.00451, -0.31422], [4.33195, 1.04742, 1.39754], [2.74703, 1.55887, -0.85440], [2.08408, 1.06947, 0.70865], [1.99671, -0.37965, -1.80449], [2.80393, -1.43427, -0.59944], [0.64704, -0.59109, 0.90806], [0.58642, -1.90911, -0.26096], [-1.42546, -2.16720, 0.29320], [-3.70495, -2.15514, 1.11299], [-6.79567, -0.71843, -1.76845], [-8.07726, -0.31342, -0.88329], [-4.22206, 1.76879, -0.48155], [-2.54474, 2.49810, -2.00464], [-0.92995, 1.75977, -2.21706], [-0.07538, 3.09709, -0.34698], [-1.58071, 2.89236, 0.54892], [-2.69656, 4.46515, -1.18279], [-1.49140, 5.26912, -0.12460], [6.14601, -3.62172, 2.25274], [5.48946, -3.48736, 0.85997], [4.27062, -2.92150, 0.98861], [5.54899, -4.25411, 2.91473], [7.14306, -4.08273, 2.16562], [6.27641, -2.64553, 2.72739], [5.53243, -4.51693, 0.42709], [6.24649, -2.94051, 0.24261]],
  "homo_lumo_gap_ha": 0.072,
  "e_homo_ev": -4.64
}

2.
{
  "formula": "C2H7N4",
  "method": "ωB97M-V with the def2-TZVPD basis set",
  "symbols": ["C", "C", "N", "N", "N", "N", "H", "H", "H", "H", "H", "H", "H"],
  "xyz": [[0.37365, 0.06807, 0.05531], [1.76637, 0.72899, 0.36708], [-2.75790, -0.93175, -0.72971], [-3.48572, -0.75669, -1.52988], [-0.67189, 0.78953, -0.00644], [0.35593, -1.24268, 0.13204], [2.32905, 0.90056, -0.58162], [1.53155, 1.72275, 0.70361], [2.13947, 0.03668, 1.16781], [-1.56012, 0.33429, -0.05035], [-0.73852, 1.67388, 0.31333], [1.24934, -1.73384, 0.13310], [-0.53123, -1.58980, 0.02572]],
  "charge": 1,
  "homo_lumo_gap_ha": 0.470,
  "e_homo_ev": -16.22,
  "e_above_lowest_ev": 0.0000
}

3.
{
  "formula": "C5H12N4",
  "method": "ωB97M-V with the def2-TZVPD basis set",
  "symbols": ["H", "N", "C", "N", "C", "C", "C", "C", "N", "N", "H", "H", "H", "H", "H", "H", "H", "H", "H", "H", "H"],
  "xyz": [[-2.38710, 0.10849, 1.99781], [-2.71545, -0.21475, 1.09338], [-1.85257, -0.12249, 0.16175], [-2.18490, -0.65041, -1.06475], [-0.50627, 0.48115, 0.27899], [-0.46580, 1.83030, 0.95680], [0.61388, -0.12140, -0.16542], [0.65905, -1.50014, -0.75688], [1.83783, 0.53726, -0.12721], [3.07320, -0.13654, -0.09344], [-1.76382, -0.22837, -1.87545], [-3.15947, -0.89486, -1.15039], [-0.13766, 2.60504, 0.26237], [-1.45973, 2.09754, 1.30926], [0.20996, 1.83174, 1.81485], [1.03577, -1.46255, -1.77974], [-0.32762, -1.94825, -0.75986], [1.32464, -2.14015, -0.17459], [1.86499, 1.36527, 0.45147], [3.24760, -0.56740, -0.99765], [3.09347, -0.86947, 0.61867]],
  "homo_lumo_gap_ha": 0.322,
  "e_homo_ev": -7.97,
  "smiles": "[H]/N=C(N)\\C(C)=C(/C)NN",
  "e_above_lowest_ev": 1.1960
}

4.
{
  "formula": "C12H13N4O4PdS",
  "method": "ωB97M-V with the def2-TZVPD basis set",
  "symbols": ["Pd", "C", "C", "N", "C", "S", "N", "N", "C", "C", "C", "C", "C", "C", "C", "N", "H", "H", "H", "H", "H", "H", "H", "H", "H", "H", "H", "H", "H", "O", "C", "O", "C", "O", "O"],
  "xyz": [[0.43156, 1.11727, -1.61592], [3.99071, -1.34261, 2.60276], [4.26146, 0.03933, 2.02605], [4.04897, 0.11309, 0.58975], [2.80651, 0.35670, 0.06446], [2.76068, 0.80902, -1.63513], [1.78894, 0.22168, 0.87881], [0.61578, 0.46993, 0.24344], [-0.56250, 0.23704, 0.83337], [-0.64846, -0.38320, 2.18737], [-1.67564, 0.57748, 0.03263], [-3.04811, 0.18902, 0.23815], [-3.99243, 0.22795, -0.72115], [-3.77389, 0.59976, -2.16867], [-2.49837, -0.00342, -2.77110], [-1.34161, 1.35344, -1.05301], [4.20594, -1.35743, 3.67368], [4.61520, -2.09175, 2.11268], [2.94669, -1.61383, 2.45279], [5.30253, 0.31615, 2.20331], [3.62943, 0.77906, 2.52399], [4.79931, 0.47306, 0.02461], [0.27933, -0.89559, 2.42419], [-1.46947, -1.09897, 2.21470], [-0.82793, 0.37468, 2.95427], [-3.31164, -0.20600, 1.21209], [-4.97934, -0.13549, -0.45929], [-4.69560, 0.48071, -2.73334], [-2.56590, -0.02738, -3.85860], [-3.22726, 1.94429, -2.36355], [-1.89506, 1.36557, -2.40924], [-0.90311, 1.89556, -3.12788], [-1.86458, -1.28520, -2.28666], [-2.59840, -2.27183, -2.13719], [-0.60375, -1.22810, -2.15238]],
  "charge": -1,
  "homo_lumo_gap_ha": [0.241, 0.210],
  "e_homo_ev": [-3.77, -5.00],
  "multiplicity": 3,
  "e_above_lowest_ev": 3.4730
}

5.
{
  "formula": "C12H17ClI2N2OPPrSe",
  "method": "ωB97M-V with the def2-TZVPD basis set",
  "symbols": ["I", "I", "Pr", "P", "C", "C", "H", "H", "H", "C", "H", "H", "H", "H", "H", "H", "C", "O", "Cl", "C", "N", "C", "Se", "N", "C", "C", "C", "C", "C", "C", "H", "H", "H", "H", "H", "H", "H", "H"],
  "xyz": [[-3.85714, -0.79650, -0.68504], [-3.63960, 1.10179, -3.04943], [-1.39690, 0.39262, 0.58660], [0.80631, -1.69943, -0.98189], [0.49441, -2.87827, -2.44756], [2.47427, -1.00967, -1.64874], [2.00347, -2.40722, 1.00652], [2.32783, -3.66604, -0.29063], [0.71709, -3.58624, 0.54330], [1.56446, -2.98678, 0.16836], [2.88760, -0.33970, -0.84682], [3.24765, -1.80111, -1.93492], [1.29369, -3.64227, -2.59289], [0.36847, -2.32802, -3.40664], [2.25837, -0.38070, -2.54439], [-0.46357, -3.38927, -2.25097], [-1.02815, -0.11241, -1.85680], [-0.96508, -0.62338, -3.12203], [1.29820, 0.41803, 1.03827], [-3.68248, 3.65254, 2.44173], [-2.21916, 3.48638, 2.70151], [-1.27918, 3.11890, 1.81060], [-1.52005, 3.19869, -0.14438], [-0.04848, 3.14502, 2.47923], [-0.23352, 3.65916, 3.78140], [0.68467, 4.14754, 4.68750], [0.11170, 4.83237, 5.78958], [-1.23836, 5.02649, 5.93260], [-2.13426, 4.54006, 4.96080], [-1.64022, 3.85967, 3.88782], [-3.74716, 4.21516, 1.47669], [-4.07459, 4.21990, 3.27965], [-4.10671, 2.61836, 2.32573], [0.80399, 2.64069, 2.11194], [1.80715, 4.02019, 4.49988], [0.80216, 5.25361, 6.52008], [-1.65734, 5.57985, 6.75504], [-3.20628, 4.79399, 5.05824]],
  "charge": 2,
  "homo_lumo_gap_ha": [0.177, 0.178],
  "e_homo_ev": [-14.70, -14.72],
  "multiplicity": 3,
  "e_above_lowest_ev": 4.0743
}

6.
{
  "formula": "C25H26BN3O2Sc",
  "method": "ωB97M-V with the def2-TZVPD basis set",
  "symbols": ["Sc", "N", "C", "C", "C", "C", "C", "C", "C", "C", "C", "C", "C", "C", "H", "H", "H", "H", "H", "H", "H", "H", "H", "H", "C", "C", "C", "C", "C", "C", "C", "C", "O", "B", "O", "C", "C", "H", "H", "H", "H", "H", "H", "H", "H", "H", "H", "H", "H", "N", "C", "C", "C", "N", "H", "H", "H", "H"],
  "xyz": [[2.06843, 0.05793, -0.29795], [4.05628, -0.90030, -0.75813], [5.11640, -0.30352, 0.06059], [6.22289, 0.21527, -0.59823], [7.26072, 0.78340, 0.12285], [7.18967, 0.81269, 1.50725], [6.08273, 0.29261, 2.15556], [5.01351, -0.26736, 1.45589], [3.81093, -0.73870, 2.19226], [3.91607, -1.43797, 3.38950], [2.76696, -1.80193, 4.08653], [1.50877, -1.45831, 3.61610], [1.41018, -0.74304, 2.42356], [2.54509, -0.39772, 1.69436], [4.35911, -0.87253, -1.73080], [3.96203, -1.89308, -0.53313], [6.28145, 0.15471, -1.67958], [8.11948, 1.18418, -0.39716], [7.99435, 1.24890, 2.08316], [6.02011, 0.34428, 3.23451], [4.88701, -1.72275, 3.77713], [2.86477, -2.36394, 5.00605], [0.62273, -1.73764, 4.17007], [0.41788, -0.47938, 2.05795], [-6.09954, -2.84941, -1.23613], [-6.13405, -1.32663, -1.35749], [-7.03706, -0.77709, -0.24479], [-6.72973, -0.96243, -2.72404], [-4.74047, -0.70761, -1.24281], [-4.61365, 0.68756, -1.27874], [-3.38974, 1.33829, -1.19562], [-2.28207, 0.53081, -1.07226], [-0.93975, 0.88104, -0.96308], [-0.21964, -0.34368, -0.85445], [-1.12344, -1.39340, -0.90429], [-2.38093, -0.83970, -1.03576], [-3.59323, -1.49216, -1.12081], [-7.11619, -3.23948, -1.29536], [-5.67798, -3.17552, -0.28351], [-5.52630, -3.30827, -2.04381], [-8.03164, -1.21968, -0.32210], [-7.15281, 0.30459, -0.31055], [-6.63603, -1.01539, 0.74161], [-7.71865, -1.41115, -2.83255], [-6.09924, -1.32677, -3.53663], [-6.84032, 0.11622, -2.84080], [-5.50526, 1.29130, -1.37838], [-3.31606, 2.41632, -1.22694], [-3.63234, -2.57020, -1.08946], [1.00385, 2.94738, -0.77388], [1.27219, 4.25282, -0.73290], [2.62871, 4.39785, -0.50282], [3.11200, 3.09989, -0.40334], [2.12329, 2.21407, -0.58591], [0.11520, 2.45653, -0.89577], [0.48950, 4.97929, -0.86977], [3.17788, 5.31705, -0.41291], [4.11591, 2.75179, -0.21227]],
  "charge": 1,
  "homo_lumo_gap_ha": 0.290,
  "e_homo_ev": -10.78
}